C4H5NO as an isolated structure in a non-equilibrium geometry, computed with the ωB97M-V functional and the def2-TZVPD basis.

```
11
Properties=species:S:1:pos:R:3:forces:R:3
O 0.1219 1.3127 1.1692 -0.2 0.0 0.1
C 0.1247 0.5460 0.0284 0.1 0.1 -0.2
C 0.1001 -0.9604 -0.0101 0.1 -0.1 0.0
C 1.4033 -0.2655 -0.1697 0.3 0.2 -0.1
C -1.1053 0.6365 -0.7207 -0.6 -0.7 0.4
N -2.1400 0.0315 -0.5446 0.6 0.4 0.0
H -0.7824 1.3301 1.5230 0.2 0.0 0.0
H -1.5058 -0.8710 0.1714 -0.5 0.2 -0.3
H -0.1515 -1.3576 -0.9920 -0.1 0.0 0.2
H 2.0492 -0.0998 0.6870 0.0 0.0 -0.1
H 1.8860 -0.3026 -1.1418 0.1 0.0 0.2
```
Forces are in eV/Å.

Net charge: 0


One molecule with the formula C4H5NO, computed with the ωB97M-V functional and the def2-TZVPD basis.

```
11
Properties=species:S:1:pos:R:3:forces:R:3
C 1.5077 -0.1349 0.6421 -0.2 -0.1 0.0
C 0.3255 -0.7435 0.7254 0.2 0.0 0.0
C -0.9132 -0.3928 -0.0377 0.2 -0.4 0.1
N -1.3692 1.0125 -0.3136 0.1 0.1 -0.1
C -0.7032 0.3707 -1.2954 0.0 0.1 -0.3
O -0.1713 0.4803 -2.3651 -0.4 0.0 0.6
H 1.6711 0.7653 0.0560 -0.1 -0.1 0.0
H 2.3866 -0.5498 1.1283 -0.2 0.1 0.1
H 0.2493 -1.6508 1.3197 0.0 0.1 -0.1
H -1.7425 -1.0846 0.1164 0.2 0.2 -0.2
H -1.1181 1.8492 0.2023 0.2 -0.1 -0.1
```
Forces are in eV/Å.

Net charge: 0


One molecule with the formula C4H5NO in a non-equilibrium geometry, computed with the ωB97M-V functional and the def2-TZVPD basis.

```
11
Properties=species:S:1:pos:R:3:forces:R:3
C -0.6602 -1.3564 -0.7218 5.1 5.7 2.2
C 1.5188 -0.5062 -1.0786 0.1 -0.3 -0.3
C -0.0033 0.3904 0.2779 -1.3 -5.4 -3.4
C -0.7839 1.0468 1.2240 0.8 3.5 2.3
N 1.1472 0.4098 -0.1983 0.8 -0.6 -0.6
O 0.4672 -1.4488 -1.3971 0.8 0.6 0.7
H -1.4763 -1.9443 -0.9603 -1.3 -1.3 -0.9
H 2.6129 -0.5097 -1.4588 -2.7 -0.8 0.2
H -1.8156 0.8799 1.0672 -1.0 -0.2 0.2
H -0.4365 0.8870 2.3011 -0.7 0.1 -1.3
H -0.5702 2.1516 0.9448 -0.6 -1.3 0.9
```
Forces are in eV/Å.

Net charge: 0


One molecule with the formula C4H5NO in a non-equilibrium geometry, computed with the ωB97M-V functional and the def2-TZVPD basis.

```
11
Properties=species:S:1:pos:R:3:forces:R:3
N -2.0944 -1.7572 1.2013 0.7 0.5 0.2
C -1.1463 -1.0940 1.1370 -0.8 -0.8 -0.6
C -0.0029 -0.2856 0.8985 0.5 -0.9 -1.8
C -0.1113 1.0374 0.2160 0.0 0.4 0.4
C 0.6381 0.1473 -0.6718 0.0 -0.5 1.1
O 0.1500 -0.0198 -1.9537 -0.2 -0.4 0.5
H 0.8522 -0.4144 1.5695 -0.5 0.1 -0.2
H 0.3343 1.7491 0.8791 0.3 1.1 -0.6
H -1.0777 1.3005 -0.2175 0.2 -0.1 0.3
H 1.7006 -0.0421 -0.5927 0.1 0.5 0.2
H 0.6955 -0.6470 -2.4555 -0.3 0.1 0.4
```
Forces are in eV/Å.

Net charge: 0


One molecule with the formula C4H5NO in a non-equilibrium geometry, computed with the ωB97M-V functional and the def2-TZVPD basis.

```
11
Properties=species:S:1:pos:R:3:forces:R:3
C -1.3968 0.5448 0.7431 -0.7 -4.1 1.3
C -0.2165 0.0021 0.0399 0.7 0.1 0.1
C 0.3251 0.4930 -1.0953 2.1 -1.9 1.0
O 1.5100 -0.3019 -1.2062 1.5 0.4 -2.3
C 1.6580 -1.2453 -0.1565 -6.7 6.8 -1.3
N 0.6127 -0.9517 0.5860 0.6 -2.7 1.7
H -2.2686 -0.1971 0.8196 1.1 0.9 -0.7
H -1.6665 1.3885 0.2431 -1.2 2.6 -0.9
H -1.1802 0.6493 1.7861 0.4 0.8 0.6
H 0.0998 1.4129 -1.7050 0.7 -1.7 0.4
H 2.5230 -1.7945 -0.0548 1.5 -1.1 0.1
```
Forces are in eV/Å.

Net charge: 0


One molecule with the formula C4H5NO, computed with the ωB97M-V functional and the def2-TZVPD basis.

```
11
Properties=species:S:1:pos:R:3:forces:R:3
H 2.6193 1.2183 -1.4814 -0.1 -0.1 0.0
N 1.6897 0.8840 -1.2416 0.1 -0.2 0.3
C 1.7451 0.1198 -0.2349 0.1 0.1 -0.2
O 0.6676 -0.4487 0.3213 0.1 0.0 0.0
C -0.5870 -0.1197 -0.2847 -0.1 0.1 -0.1
C -1.6462 -0.3768 0.6896 -0.4 -0.1 0.3
C -2.5244 -0.5636 1.4897 0.3 0.1 -0.3
H 2.6376 -0.1844 0.3189 -0.1 0.1 -0.1
H -0.7246 -0.7278 -1.1864 0.0 0.1 0.1
H -0.5778 0.9293 -0.5959 -0.1 -0.1 0.1
H -3.2991 -0.7304 2.2054 0.1 0.0 -0.1
```
Forces are in eV/Å.

Net charge: 0


One molecule with the formula C4H5NO in a non-equilibrium geometry, computed with the ωB97M-V functional and the def2-TZVPD basis.

```
11
Properties=species:S:1:pos:R:3:forces:R:3
C 0.8511 -0.2121 0.9600 0.2 0.0 -0.1
C -0.1928 -0.3450 -0.1443 -0.5 0.0 0.5
C 0.3397 -0.2629 -1.5049 0.9 -0.4 0.2
N 0.9142 -0.2504 -2.4985 -0.3 0.1 -0.2
C -1.2952 0.7210 -0.0802 0.5 -0.5 -2.6
O -1.4420 1.5047 0.7965 -0.5 0.1 0.2
H 1.5775 -1.0232 0.8949 0.0 0.1 0.0
H 1.3783 0.7419 0.8812 -0.1 -0.1 0.0
H 0.3620 -0.2529 1.9329 0.0 0.0 -0.1
H -0.7093 -1.3142 -0.0719 0.1 0.1 0.0
H -1.7837 0.6931 -1.1657 -0.2 0.6 2.0
```
Forces are in eV/Å.

Net charge: 0


One molecule with the formula C4H5NO in a non-equilibrium geometry, computed with the ωB97M-V functional and the def2-TZVPD basis.

```
11
Properties=species:S:1:pos:R:3:forces:R:3
C 3.0468 0.2533 -0.0150 -0.5 -0.1 -0.1
C 1.8467 0.1625 0.0033 0.6 -0.2 -0.1
C 0.3955 0.2133 0.1046 -0.1 0.9 0.5
O -0.1368 1.1683 0.6546 1.5 1.0 0.3
N -0.4168 -0.7262 -0.3798 -1.0 1.1 0.9
C -1.9393 -0.0616 -0.0085 0.5 -1.4 -0.9
H 4.1115 0.3304 -0.0388 -0.2 0.0 0.0
H 0.0192 -1.5298 -0.8887 -1.6 0.8 0.6
H -2.5233 -0.9562 -0.0084 -0.7 -0.4 -0.4
H -2.1704 0.6500 -0.8091 0.1 -0.6 0.0
H -2.1592 0.5018 0.9398 1.3 -1.1 -0.8
```
Forces are in eV/Å.

Net charge: 0


A 2-piece molecular cluster, C4H5NO overall in a non-equilibrium geometry, computed with the ωB97M-V functional and the def2-TZVPD basis.

```
11
Properties=species:S:1:pos:R:3:forces:R:3
N 0.3197 -2.8483 0.6940 -0.3 0.8 -0.6
C -0.0600 -1.9538 0.0545 0.3 -0.7 0.5
C -0.5360 -0.8432 -0.6816 0.2 -0.2 -0.2
C -0.1435 0.4579 -0.2499 -0.2 -0.1 0.2
C 0.8875 1.0429 0.5778 0.1 0.0 0.2
O 0.5871 1.4696 -0.7800 0.0 0.1 -0.2
H -1.4334 0.2846 -0.0245 -0.1 0.1 0.1
H -0.9266 -0.9641 -1.6849 0.0 0.0 0.1
H -1.3167 1.2319 0.1609 0.1 0.0 0.0
H 0.6352 1.7647 1.3497 0.0 -0.1 -0.1
H 1.8176 0.4910 0.6860 -0.1 0.1 0.0
```
Forces are in eV/Å.

Net charge: 0


One molecule with the formula C4H5NO in a non-equilibrium geometry, computed with the ωB97M-V functional and the def2-TZVPD basis.

```
11
Properties=species:S:1:pos:R:3:forces:R:3
C -1.6777 -0.6511 0.2864 3.6 0.9 -0.2
C -0.2163 -0.2146 0.2682 2.2 1.6 -2.6
C 0.5200 0.6220 -0.7937 -1.3 -2.5 2.8
C 1.7358 0.6965 -0.2584 -0.5 0.8 -1.2
O 1.8560 0.0725 0.8852 0.6 0.1 0.5
N 0.6667 -0.4854 1.1787 -2.0 -1.1 1.4
H -1.6530 -1.6682 0.0529 -0.6 -1.7 -0.1
H -1.9157 -0.4091 1.2717 -1.5 0.0 1.4
H -2.1226 -0.0935 -0.4810 -1.2 0.7 -0.7
H 0.3019 0.8278 -1.7898 -0.8 0.7 -1.2
H 2.5049 1.3031 -0.6203 1.5 0.3 -0.2
```
Forces are in eV/Å.

Net charge: 0


One molecule with the formula C4H5NO, computed with the ωB97M-V functional and the def2-TZVPD basis.

```
11
Properties=species:S:1:pos:R:3:forces:R:3
C 1.2010 1.1937 -0.0528 0.0 0.0 0.0
C 0.1212 0.1610 -0.0076 0.1 -0.1 0.1
C -0.0214 -0.9149 0.7996 0.2 0.2 0.0
O -1.1500 -1.5876 0.4256 -0.1 0.0 -0.1
C -1.6356 -0.8659 -0.6004 -0.1 0.1 -0.1
N -0.9408 0.1749 -0.9087 -0.1 -0.3 0.1
H 0.8318 2.0822 -0.5694 0.0 -0.1 0.1
H 2.0739 0.8240 -0.6017 -0.1 0.1 0.1
H 1.5286 1.4806 0.9509 0.0 -0.1 -0.1
H 0.5389 -1.3270 1.6245 -0.1 0.1 -0.1
H -2.5477 -1.2210 -1.0599 0.1 0.1 0.1
```
Forces are in eV/Å.

Net charge: 0


One molecule with the formula C4H5NO, computed with the ωB97M-V functional and the def2-TZVPD basis.

```
11
Properties=species:S:1:pos:R:3:forces:R:3
H 2.7135 -0.9158 0.0573 0.0 0.1 -0.1
N 2.3271 -0.0286 -0.2677 -0.3 0.0 0.2
C 1.0809 -0.0006 -0.0605 0.3 0.1 -0.1
C 0.1439 1.0969 -0.3742 -0.1 0.0 0.1
C -1.0888 0.6918 -0.0825 0.2 0.0 -0.1
C -1.0298 -0.7501 0.3368 -0.2 0.0 0.0
O 0.3585 -1.0133 0.5166 0.1 -0.1 -0.1
H 0.4698 2.0505 -0.7668 0.0 -0.1 0.1
H -2.0062 1.2661 -0.1371 0.1 -0.1 -0.1
H -1.3869 -1.4032 -0.4706 -0.1 0.1 0.1
H -1.5819 -0.9936 1.2485 0.2 0.1 0.0
```
Forces are in eV/Å.

Net charge: 0


One molecule with the formula C4H5NO in a non-equilibrium geometry, computed with the ωB97M-V functional and the def2-TZVPD basis.

```
11
Properties=species:S:1:pos:R:3:forces:R:3
C 0.2132 0.5858 -2.2001 -0.6 2.1 -5.4
C 0.1452 0.5337 -0.9436 0.3 -4.1 5.7
C 0.1397 -0.8185 -0.2076 1.0 1.8 1.3
C -0.0006 -0.6310 1.2984 0.9 -7.0 -1.7
N 0.3780 0.4441 -3.3760 -0.2 -2.4 -2.5
O 0.1942 -1.8751 -0.7676 -0.2 -0.8 -0.9
H 0.3695 1.3781 -0.4187 -0.2 2.4 2.1
H -0.9370 -0.3058 1.3489 -4.1 1.6 1.2
H 0.1024 -1.7061 1.8086 -0.2 2.6 -1.0
H 0.6818 0.0272 1.5951 2.7 2.8 1.6
H -0.2530 0.6478 -4.1368 0.5 1.0 -0.5
```
Forces are in eV/Å.

Expectation value of S²: 2.02
Multiplicity: 3
Net charge: 0


One molecule with the formula C4H5NO2 in a non-equilibrium geometry, computed with the ωB97M-V functional and the def2-TZVPD basis.

```
12
Properties=species:S:1:pos:R:3:forces:R:3
O -1.3723 -0.3227 -2.0071 -0.1 0.1 0.6
C -1.3313 0.0550 -0.8959 -1.9 0.9 -0.4
N -1.4617 0.5350 0.2174 -0.5 -0.4 -0.2
C -0.3020 0.6073 1.1028 0.2 -0.2 -0.1
C 0.8253 0.4986 0.0870 0.1 -1.3 -0.5
C 0.5731 -1.0851 -0.5332 1.4 0.6 0.9
O 0.3133 -1.9569 0.2567 0.1 0.8 -0.5
H -0.2633 -0.2570 1.7690 -0.3 0.1 0.0
H -0.3893 1.5118 1.7193 0.4 -0.2 -0.4
H 0.7895 1.4301 -0.5268 0.1 -1.2 -0.3
H 1.8444 0.3416 0.4015 0.4 0.3 0.7
H 0.7742 -1.3576 -1.5905 0.1 0.5 0.3
```
Forces are in eV/Å.

Net charge: 0


One molecule with the formula C4H5NO2, computed with the ωB97M-V functional and the def2-TZVPD basis.

```
12
Properties=species:S:1:pos:R:3:forces:R:3
O 1.5055 1.6194 0.4351 0.4 -0.5 -0.1
C 1.9027 0.4816 0.3719 0.1 0.5 0.1
C 1.0086 -0.6763 -0.0897 -0.1 -0.2 0.0
O 1.4344 -1.6884 -0.6053 -0.1 0.5 0.2
N -0.2636 -0.4232 0.3113 0.3 -0.1 0.2
C -1.5314 -0.6777 -0.2906 -0.2 -0.1 0.0
C -1.0569 0.7309 0.0087 -0.1 0.2 0.0
H 2.9241 0.1984 0.6738 0.1 0.0 -0.2
H -2.2909 -1.0915 0.3655 0.2 -0.1 0.0
H -1.4984 -1.1289 -1.2841 -0.1 0.5 0.1
H -0.7647 1.3929 -0.8036 0.1 -0.4 0.1
H -1.3694 1.2628 0.9069 -0.4 -0.2 -0.3
```
Forces are in eV/Å.

Net charge: 0


One molecule with the formula C4H5NO2, computed with the ωB97M-V functional and the def2-TZVPD basis.

```
12
Properties=species:S:1:pos:R:3:forces:R:3
C 1.9419 0.8543 0.2753 0.0 -0.2 -0.1
C 1.3120 0.0342 -0.5773 0.1 0.4 0.1
N 0.2375 -0.8167 -0.2723 -0.2 0.2 0.1
C -0.9006 -0.3351 0.0045 0.4 -0.2 -0.2
O -1.2373 0.9679 0.0261 -0.3 -0.2 0.1
C -2.0723 -1.2577 0.2910 0.2 -0.6 0.0
O -1.9019 -2.4159 0.5798 -0.3 0.9 -0.2
H 2.8558 1.3558 -0.0351 -0.3 0.0 0.0
H 1.6433 0.9714 1.3177 0.0 -0.2 -0.2
H 1.6379 -0.0368 -1.6175 0.1 -0.1 0.3
H -0.4364 1.4730 -0.1749 0.1 0.2 0.0
H -3.0800 -0.7944 0.1827 0.3 -0.1 0.1
```
Forces are in eV/Å.

Net charge: 0


One molecule with the formula C4H5NO2, computed with the ωB97M-V functional and the def2-TZVPD basis.

```
12
Properties=species:S:1:pos:R:3:forces:R:3
O 1.7178 1.7088 1.1277 0.1 -0.5 -0.2
C 1.7654 0.6012 0.6517 0.0 0.3 0.2
C 0.5933 -0.0026 -0.0525 0.1 0.3 0.1
C -0.7472 0.6413 -0.3317 0.0 0.1 -0.1
C -1.3078 -0.7857 -0.1698 -0.2 -0.1 0.0
N 0.0397 -1.3119 0.2763 -0.1 -0.2 0.2
O 0.8329 -1.0570 -0.9226 0.1 0.0 -0.2
H 2.6683 -0.0376 0.6918 -0.1 0.1 0.1
H -0.8468 1.1450 -1.2947 0.0 -0.1 0.1
H -1.0409 1.3094 0.4807 0.0 -0.1 -0.1
H -2.0475 -0.9157 0.6228 0.2 0.0 -0.1
H -1.6272 -1.2952 -1.0798 0.0 0.1 0.1
```
Forces are in eV/Å.

Net charge: 0


One molecule with the formula C4H5NO2, computed with the ωB97M-V functional and the def2-TZVPD basis.

```
12
Properties=species:S:1:pos:R:3:forces:R:3
O -1.8380 0.1355 -2.1688 0.4 0.0 0.2
C -0.8735 0.1544 -1.4465 -0.3 0.0 -0.1
C -0.9493 -0.2838 -0.0187 -0.4 0.0 -0.1
C 0.1804 -1.0738 0.5191 0.0 -0.2 0.2
N -0.0375 0.3000 0.9560 0.6 -0.5 0.2
C 1.1060 1.0854 0.8000 0.5 -0.1 -0.2
O 2.1634 0.5769 0.5122 0.1 0.7 0.1
H 0.1264 0.4950 -1.7991 -0.2 -0.1 0.1
H -1.9454 -0.4939 0.3490 -0.1 0.3 -0.1
H 1.0085 -1.2972 -0.1560 -0.1 0.3 0.3
H 0.0588 -1.7661 1.3381 -0.4 -0.3 -0.2
H 1.0362 2.1358 1.1210 -0.3 -0.1 -0.3
```
Forces are in eV/Å.

Net charge: 0


One molecule with the formula C4H5NO2, computed with the ωB97M-V functional and the def2-TZVPD basis.

```
12
Properties=species:S:1:pos:R:3:forces:R:3
O 2.2361 0.2859 1.1671 0.0 -0.2 0.1
C 1.6080 0.4109 -0.0810 -0.1 0.1 -0.3
C 0.1588 0.0178 -0.0712 0.1 -0.1 0.1
N -0.3642 -0.5224 0.9994 0.2 0.2 -0.3
O -1.6585 -0.7825 0.7809 -0.1 0.0 0.0
C -1.9440 -0.2936 -0.5285 0.0 -0.1 -0.2
C -0.7446 0.1231 -1.2064 -0.1 -0.1 0.3
H 1.8994 -0.5128 1.5936 0.1 0.1 0.0
H 1.6810 1.4616 -0.3819 0.0 -0.1 0.0
H 2.1107 -0.1777 -0.8644 0.0 0.1 0.1
H -2.7965 -0.8133 -0.9612 0.2 0.1 0.0
H -2.1862 0.8032 -0.4465 -0.2 0.1 0.1
```
Forces are in eV/Å.

Net charge: 0


A 2-piece molecular cluster, C4H5NO2 overall in a non-equilibrium geometry, computed with the ωB97M-V functional and the def2-TZVPD basis.

```
12
Properties=species:S:1:pos:R:3:forces:R:3
O 3.2555 0.0350 -0.3996 -0.9 -0.2 -0.3
C 2.1565 -0.1735 -0.6946 1.4 0.2 0.0
C 0.6618 0.4901 0.6105 -0.1 0.2 0.3
C -0.3224 1.1306 -0.2641 0.0 0.1 -0.1
N -0.3067 -0.3501 -0.2438 -0.1 -0.2 -0.1
C -1.3823 -1.0869 0.3222 -0.3 0.2 0.2
O -2.3430 -0.5742 0.8223 0.5 -0.3 -0.2
H 0.3439 -0.7802 -0.9537 -0.4 0.0 0.2
H 0.3947 0.4203 1.6655 -0.2 0.0 -0.1
H 0.0106 1.5075 -1.2347 0.0 0.0 0.2
H -1.2545 1.5544 0.1050 0.1 -0.1 -0.1
H -1.2141 -2.1731 0.2652 -0.1 0.1 0.0
```
Forces are in eV/Å.

Net charge: 0


| no. | DFT total energy (a.u.) |
| --- | --- |
| 1 | -285.15596 |
| 2 | -285.33321 |
| 3 | -285.21421 |
| 4 | -285.33313 |
| 5 | -285.34935 |
| 6 | -285.32442 |
| 7 | -285.37883 |
| 8 | -285.28894 |
| 9 | -285.17634 |
| 10 | -285.33501 |
| 11 | -285.40146 |
| 12 | -285.38711 |
| 13 | -285.17986 |
| 14 | -360.59324 |
| 15 | -360.59154 |
| 16 | -360.60371 |
| 17 | -360.52721 |
| 18 | -360.58686 |
| 19 | -360.47406 |
| 20 | -360.50360 |